1.
{
  "formula": "C7H8NO4",
  "method": "ωB97M-V/def2-TZVPD",
  "species": ["O", "C", "O", "C", "O", "C", "N", "C", "C", "C", "C", "O", "H", "H", "H", "H", "H", "H", "H", "H"],
  "xyz": [[-3.41, 2.27, 0.38], [-3.00, 1.16, 0.16], [-3.62, -0.01, 0.33], [-2.83, -1.10, 0.04], [-3.22, -2.26, 0.33], [-1.71, -0.65, -0.63], [-1.86, 0.79, -0.57], [-0.56, 1.51, -0.59], [0.31, 1.00, 0.56], [0.24, -0.51, 0.76], [-0.39, -1.27, -0.36], [-0.58, -2.65, -0.03], [-0.79, 2.60, -0.56], [-0.13, 1.31, -1.54], [-0.27, 1.33, 1.43], [1.35, 1.29, 0.42], [1.21, -0.92, 1.00], [-0.40, -0.78, 1.65], [0.20, -1.03, -1.27], [-1.55, -2.74, 0.26]],
  "de_lowest_ev": 0.608,
  "smiles": "O=c1oc([O-])c2n1CCC[C@H]2O",
  "fmax_ha_per_bohr": 0.079,
  "multiplicity": 1,
  "total_charge": -1
}

=====

2.
{
  "formula": "C4H7N4",
  "method": "ωB97M-V/def2-TZVPD",
  "species": ["C", "N", "C", "C", "N", "C", "N", "N", "H", "H", "H", "H", "H", "H", "H"],
  "xyz": [[0.33, 2.00, 0.47], [-0.46, 1.31, 1.40], [-0.91, -0.19, 1.35], [-1.42, -0.79, 2.48], [-1.87, -1.36, 3.36], [-0.48, -1.07, 0.25], [-0.36, -2.32, 0.68], [-0.24, -0.44, -0.91], [0.82, 2.81, 1.17], [-0.32, 2.61, -0.39], [0.96, 1.32, -0.09], [-0.81, -2.67, 1.50], [0.02, -2.98, 0.00], [-0.35, 0.55, -1.01], [0.34, -0.91, -1.59]],
  "de_lowest_ev": 3.974,
  "smiles": "C/N=C(/C#N)C(N)=[NH2+]",
  "fmax_ha_per_bohr": 0.176,
  "multiplicity": 1,
  "total_charge": 1
}